# 1
{"formula": "C3H6N2O", "method": "the ωB97M-V functional and the def2-TZVPD basis", "symbols": ["O", "H", "H", "H", "N", "C", "H", "C", "C", "N", "H", "H"], "xyz": [[1.03454, 1.66459, -1.56649], [1.29273, 0.02470, 1.26471], [-2.48404, -1.61099, 0.93193], [-1.26133, 1.34612, -0.93894], [-0.70589, 0.76952, -0.31306], [1.60950, 0.18144, 0.24289], [2.67518, 0.22695, 0.06517], [0.81864, 0.97482, -0.59628], [-1.30698, -0.26743, 0.18081], [-2.22895, -0.63154, 0.89473], [-0.14335, -1.48851, -0.09653], [0.69997, -1.18968, -0.06894]], "molar_mass_g_mol": 86.1, "e_tot_ev": -8231.686, "de_lowest_kj_mol": 483.6}

---

# 2
{"formula": "C62H82GaN3P4Si", "method": "the ωB97M-V functional and the def2-TZVPD basis", "symbols": ["H", "H", "H", "H", "H", "P", "C", "C", "H", "C", "C", "N", "H", "H", "H", "C", "C", "H", "C", "C", "C", "P", "H", "H", "N", "C", "H", "H", "C", "H", "C", "H", "H", "C", "C", "H", "C", "H", "Si", "H", "C", "C", "C", "C", "H", "H", "C", "H", "C", "H", "H", "H", "H", "H", "H", "H", "H", "H", "H", "Ga", "C", "H", "C", "H", "C", "H", "C", "H", "C", "H", "H", "C", "C", "H", "H", "H", "H", "H", "C", "C", "H", "C", "H", "H", "C", "H", "H", "C", "H", "H", "C", "P", "C", "C", "H", "C", "C", "H", "H", "C", "H", "C", "C", "H", "H", "C", "P", "H", "C", "H", "N", "C", "C", "H", "H", "C", "C", "C", "C", "C", "H", "C", "C", "H", "C", "H", "H", "H", "H", "C", "H", "H", "H", "H", "H", "C", "C", "H", "C", "H", "H", "C", "H", "H", "H", "C", "C", "C", "H", "H", "H", "H", "C"], "xyz": [[3.25437, 1.98784, 4.12275], [6.20067, -3.00836, 1.41565], [-0.93063, -1.72316, 4.32105], [2.49877, 0.47124, -1.74115], [3.85527, -0.44796, 5.84765], [-0.97943, -2.16706, 1.48645], [3.53607, 0.58864, 5.72385], [-4.24283, 0.31874, -5.11655], [-3.80673, -1.66666, -0.68325], [4.48987, -2.16706, 0.41755], [-2.05593, 3.09644, 0.56895], [-2.00663, -2.43056, 0.09785], [-2.29983, -2.49946, 6.20035], [-0.49643, 6.69044, -4.17665], [1.55047, 0.61694, -3.89975], [-3.84583, -4.23586, -4.44045], [0.96767, 2.87514, 1.65945], [0.96727, 1.53294, 4.53015], [3.35247, 3.11024, 1.89025], [-2.12333, -2.69336, 2.82725], [2.26947, -4.57526, 1.83725], [2.50627, 0.45804, 1.60345], [-2.77693, -0.42956, 0.07715], [2.49047, 4.28864, -2.32685], [1.55467, 0.84474, -1.86515], [-3.84013, 0.94924, -2.69845], [1.97097, 1.77074, 6.63805], [-2.42253, 0.59404, 2.45675], [-2.45813, 3.12254, -0.77645], [-4.42753, -4.78386, -5.16455], [1.74797, -5.85466, 1.75665], [-2.46883, 3.88364, 2.52235], [4.74277, -0.72546, -1.14345], [-1.79663, -2.34056, 4.13165], [-3.57963, 3.86314, -1.14495], [0.81837, 3.35174, -0.89925], [1.09547, 0.59094, 5.06885], [-0.86423, 0.37564, 3.24685], [-0.69113, 1.99504, 1.33235], [-1.51163, -5.09076, 1.31635], [-4.01423, -3.92336, 3.66105], [-4.06213, -4.44436, -3.08785], [-4.17413, 1.82914, -5.29695], [0.45697, 4.14584, -1.56435], [-3.26303, 3.44504, -4.22055], [0.72627, -6.64406, -1.70415], [1.43447, -3.48066, 1.70285], [1.45477, 5.12104, -4.27475], [0.91027, -5.58146, -1.76145], [-2.12643, 2.52284, -5.20085], [3.81877, -2.33006, 1.26035], [-1.09583, -5.04156, -1.24295], [4.08597, 1.24094, 0.00145], [6.25127, 0.65664, 0.51485], [0.06457, 0.60444, -3.17915], [5.60657, 1.17614, 2.05445], [-3.92393, 3.85954, -2.16735], [2.95467, -5.82976, -2.32705], [-0.10803, 4.72354, 1.75655], [0.01137, 0.06594, -0.12675], [1.60037, -0.47866, 4.10665], [-1.35493, -1.94846, -4.24555], [-1.52573, 1.10674, 2.79955], [-3.49733, -3.79916, 1.59615], [-2.76843, 3.87064, 1.48525], [-0.01843, -7.03446, 1.51435], [4.15287, 0.34664, 0.64055], [-4.54993, 1.73544, -2.44745], [2.88697, -0.03016, 3.39155], [1.88837, 0.05304, 7.00725], [0.83727, -0.73296, 3.35905], [-3.23343, -3.50286, 2.59965], [4.08217, -0.87986, -0.28435], [1.52527, -1.80276, -2.11185], [6.60367, -1.91746, 0.09225], [0.25727, 3.08964, -3.43255], [1.64017, 1.86674, -1.90655], [-3.56853, 0.45334, -1.76345], [-0.10893, -4.68896, -1.49705], [-2.98583, 2.44124, -4.53225], [1.79687, -1.38566, 4.68215], [2.40827, -3.76266, -2.23545], [-4.88813, -4.53026, 3.47425], [4.11607, 5.08404, 2.14995], [-3.30853, -3.75836, -2.15275], [4.20887, 1.20204, 6.32245], [3.50997, -0.92146, 3.25825], [1.97737, 5.06224, 1.97185], [-2.71123, -3.17786, -5.91505], [-3.30883, -0.12536, -5.46155], [-4.50183, -0.05106, -3.65345], [-1.17773, -2.07756, -1.38795], [5.91897, -2.07666, 0.92665], [2.24317, 2.28484, 1.71895], [7.04997, -0.80846, 2.25105], [-0.23753, 6.04604, -3.33785], [0.13867, -3.32276, -1.56475], [4.33687, 2.67654, 1.93175], [-0.44813, 6.60394, -2.42545], [6.01657, -0.92886, 1.92265], [4.37517, -3.00776, -0.26725], [5.54397, 0.38684, 1.30575], [1.64387, 4.94774, -2.11125], [1.85897, 6.12854, 2.07345], [2.40207, -6.70796, 1.84725], [-2.34023, -2.85156, -2.57145], [-1.44093, 2.18364, -1.97925], [4.70447, 0.99284, 3.96415], [-3.12733, -1.47636, 0.15095], [-1.81583, 1.79784, 3.58435], [1.03227, 0.28934, -3.08275], [2.09617, 0.77344, 6.21575], [-2.12243, -2.64446, -3.92865], [-3.68503, -1.58696, 1.08155], [-5.03853, -0.09286, -5.73295], [-0.45143, -4.94396, 1.44915], [0.86637, 4.26104, 1.79665], [3.23207, 4.48144, 2.01395], [2.16887, -5.12156, -2.11945], [0.07377, -3.65746, 1.49405], [-5.14963, 5.17254, -0.52495], [-2.87963, -3.33406, -4.86065], [-0.39933, 3.58934, -2.70555], [0.12117, 0.31144, 5.47535], [-2.59433, 1.56094, -3.33965], [-4.07733, 2.06774, -6.35625], [5.42367, -1.17506, 2.80415], [3.38187, -3.41326, -2.54835], [-2.01383, 0.71854, -3.75035], [-3.86033, 4.63034, 1.10435], [3.32407, -4.43616, 2.01735], [-5.11033, 2.26614, -4.94945], [-4.12013, -1.05656, -3.47215], [1.82167, -2.46886, 1.74855], [-0.17043, 4.79544, -0.95195], [-1.08953, 4.76804, -3.40675], [3.65417, 0.98054, 4.25055], [1.96957, 5.65194, -1.34415], [1.24817, 5.71384, -3.38115], [1.84067, 6.62494, -3.45715], [-2.05053, 4.97624, -2.94015], [-4.28293, 4.60824, -0.21365], [-5.57503, -0.06536, -3.45805], [-1.25753, 4.52764, -4.45475], [-4.38133, 5.22724, 1.83795], [0.38757, -6.03616, 1.56305], [-3.68453, -3.56406, 4.95795], [-2.56783, -2.77876, 5.19305], [-4.81553, -5.14486, -2.75545], [3.05507, -1.01206, -0.64465], [-4.29803, -3.89066, 5.78225], [-3.46863, -3.93226, -1.09975], [1.38787, -2.86736, -1.96815]], "molar_mass_g_mol": 1091.1, "e_tot_ev": -167493.115, "de_lowest_kj_mol": 9.6, "total_charge": 2}

---

# 3
{"formula": "C3N2S", "method": "the ωB97M-V functional and the def2-TZVPD basis", "symbols": ["C", "C", "N", "C", "S", "N"], "xyz": [[0.22065, 1.21809, -0.44273], [-0.09248, -1.03387, 0.59740], [0.72809, 2.23478, -0.48878], [-0.56958, -0.43650, -0.56354], [-1.57334, -0.82139, -1.72800], [0.33901, -1.41710, 1.59149]], "molar_mass_g_mol": 96.1, "e_tot_ev": -16922.806, "de_lowest_kj_mol": 131.1, "smiles": "N#CC(=S)C#N"}